1.
DFT (ωB97M-V/def2-TZVPD) results for 2 unconnected molecules or ions with the total composition C2H6N3O2 at a distorted geometry.

Summary:
Orbital gap   0.2884 hartree
Total charge   -1
Strongest force on any atom   4.9 eV/A

Last column: Mulliken charge in e.
Cartesian coordinates (Å):
C  -0.0130  1.4551  1.3863  -0.89
C  1.3614  -0.7350  -0.8207  -0.36
N  -0.6593  -0.4086  -1.6532  -0.69
N  0.5168  -0.0037  -1.3661  -0.22
N  -1.3302  -1.2706  -0.9640  1.12
O  -0.9336  -1.6800  0.1452  -0.67
O  -2.4998  -1.4963  -1.3597  -0.76
H  -0.6284  2.3053  1.2287  0.29
H  0.8675  1.4435  0.6931  0.17
H  0.4216  1.6686  2.3940  0.25
H  1.2865  -1.7163  -0.3715  0.31
H  -0.7239  0.6898  1.2339  0.18
H  2.3345  -0.2519  -0.5461  0.25

=====

2.
DFT (ωB97M-V/def2-TZVPD) results for 2 unconnected molecules or ions with the total composition CH4N2O at a distorted geometry.

Summary:
Orbital gap   0.3822 hartree
Total charge   0
Strongest force on any atom   2.3 eV/A
SMILES string   N=C=O.N

Last column: Mulliken charge in e.
Cartesian coordinates (Å):
N  2.0597  -2.1043  1.8609  -0.41
C  1.3991  -2.2525  0.8772  0.55
O  0.5927  -2.2117  0.0393  -0.45
H  3.0377  -1.8706  1.9334  0.28
N  -1.3200  0.2464  -0.2069  -0.67
H  -0.6543  -0.4758  0.0852  0.24
H  -2.0058  0.1952  0.5982  0.23
H  -0.8505  1.2099  -0.2149  0.23

=====

3.
DFT (ωB97M-V/def2-TZVPD) results for 2 unconnected molecules or ions with the total composition C4H9ClOS at a distorted geometry.

Summary:
Orbital gap   0.3382 hartree
Total charge   0
Strongest force on any atom   5.7 eV/A
SMILES string   C=C[C@@H](C)O.SCl

Last column: Mulliken charge in e.
Cartesian coordinates (Å):
C  -1.1807  -0.7177  -1.9025  -0.77
C  -0.3768  0.1708  -1.3938  -0.34
C  -0.1680  0.4751  0.0912  0.88
C  -0.6247  -0.7144  0.9489  -1.41
O  1.1211  0.8809  0.4739  -0.60
H  -1.7997  -1.6044  -1.5925  0.28
H  -1.1654  -0.6898  -3.0716  0.19
H  0.0844  0.9616  -2.0078  0.16
H  -0.8430  1.3567  0.3054  0.11
H  -0.1592  -1.6476  0.5985  0.35
H  -1.6138  -0.7152  0.9298  0.46
H  -0.3382  -0.4199  2.0387  0.30
H  1.6250  1.2636  -0.3281  0.37
S  0.9209  3.5895  2.3085  -0.16
Cl  -0.7749  2.9782  3.1716  -0.15
H  1.2029  2.4211  1.4625  0.31

=====

4.
DFT (ωB97M-V/def2-TZVPD) results for C3H2F3NO in the gas phase at a distorted geometry.

Summary:
Orbital gap   0.4358 hartree
Total charge   0
Strongest force on any atom   4.1 eV/A
SMILES string   FC1=NC(F)(F)CO1

Last column: Mulliken charge in e.
Cartesian coordinates (Å):
F  -2.3578  -1.3703  -0.0932  -0.20
C  -1.2027  -0.7405  0.0282  0.56
N  -1.2288  0.5270  0.0977  -0.60
C  0.1081  0.9925  0.0333  1.21
F  0.3933  1.7655  1.0945  -0.28
F  0.3171  1.6508  -1.1256  -0.28
C  0.9814  -0.3533  0.0015  -0.62
O  -0.0409  -1.3588  0.0087  -0.35
H  1.4783  -0.5304  -0.8551  0.28
H  1.5520  -0.5825  0.8100  0.29

=====

5.
DFT (ωB97M-V/def2-TZVPD) results for a molecular structure, C3H6N2O.

Summary:
Orbital gap   0.2814 hartree
Total charge   0
Strongest force on any atom   0.4 eV/A

Last column: Mulliken charge in e.
Cartesian coordinates (Å):
N  1.5435  -0.1363  0.0646  -0.35
C  0.2652  0.1238  -0.6640  -0.49
C  -0.8060  -0.9438  -0.7673  -0.24
O  -1.7572  -0.0056  -0.1806  -0.38
C  -0.6826  0.8050  0.1714  0.53
N  -0.5786  1.7215  1.0488  -0.77
H  1.5868  0.5518  0.8359  0.37
H  1.6324  -1.0761  0.4809  0.31
H  2.3535  0.0130  -0.5353  0.36
H  -1.1278  -1.2589  -1.7657  0.20
H  -0.7014  -1.8327  -0.1188  0.21
H  -1.4655  1.8887  1.5203  0.24

=====

6.
DFT (ωB97M-V/def2-TZVPD) results for a molecular structure, C3H9NO2 at a distorted geometry.

Summary:
Orbital gap   0.3508 hartree
Total charge   0
Strongest force on any atom   10.3 eV/A

Last column: Mulliken charge in e.
Cartesian coordinates (Å):
C  3.4637  -0.1540  -0.2240  -0.56
C  -1.5069  0.2535  0.0537  0.59
C  -2.4579  -0.8516  -0.5919  -0.86
H  1.7260  -0.4955  0.5956  0.28
H  3.7732  0.3467  -1.1115  0.22
H  3.9901  0.4427  0.5540  0.25
H  3.7551  -1.1586  -0.0552  0.25
H  -0.3355  0.5696  1.9260  0.35
H  -1.4877  -1.0118  1.9626  0.31
H  -3.5790  -0.4021  -0.5461  0.25
H  -2.4760  -1.7724  0.0369  0.29
H  -2.1376  -1.4927  -1.5631  0.26
N  -0.6129  -0.2395  0.9339  -0.69
O  2.0104  0.0167  -0.2032  -0.46
O  -1.5020  1.3786  -0.2673  -0.48

=====

The records above yield energy above the lowest of the compared OMol25 structures with the same formula, charge and spin values of 655.3, 111.7, 177.5, 57.9, 381.6, 568.9 kJ/mol, respectively.